Entry 1:
Entry from the Open Molecules 2025 dataset: C5H6O4Sn as an isolated structure at a distorted geometry (ωB97M-V/def2-TZVPD).

- <S²> = 0.7544
- total charge = +1
- 2S+1 = 2

Each line ends with the Löwdin spin population.
Positions of all 16 atoms, in Å:
Sn1 -2.1243 0.9736 -2.1724  0.07
O1 0.9601 -3.3892 0.4475  0.01
O2 -0.7521 -0.2199 -2.4263  0.13
O3 2.9076 -2.4543 1.1118  0.00
O4 1.5277 -1.2325 0.0111  0.16
C1 -1.0802 2.1743 -0.8503  0.02
C2 1.7318 -2.4813 0.5345  0.01
C3 -0.6451 3.3237 -1.3963  0.01
C4 0.3282 -0.9367 -0.4856  0.36
C5 0.2939 -0.1628 -1.6845  0.21
H1 -1.3879 2.2302 0.2039  0.00
H2 3.1057 -3.3106 1.5163  0.00
H3 -0.7795 4.3003 -0.9130  0.00
H4 -0.5605 -1.1773 0.1037  0.01
H5 -0.2150 3.3659 -2.4051  0.00
H6 1.2595 0.1269 -2.1265  0.00

Forces on atoms 1 to 6 (eV/Å):
Sn -5.749 3.088 -0.363
O 0.131 0.758 -0.150
O 4.584 -3.470 -0.612
O 0.225 0.371 -0.004
O -0.484 1.066 -0.993
C 0.716 1.285 1.444

***

Entry 2:
Entry from the Open Molecules 2025 dataset: a 10-piece molecular cluster, C5H30NO9 overall at a distorted geometry (ωB97M-V/def2-TZVPD).

- total charge = +1
- 2S+1 = 1

Each line ends with the natural charge from an NBO analysis.
Positions of all 45 atoms, in Å:
O1 3.9885 -0.4874 -0.6779  -0.97
O2 4.0533 -0.3985 2.0717  -0.97
O3 -1.3806 -1.0093 2.2957  -1.00
O4 3.1054 -2.6288 0.6941  -1.02
O5 -2.2085 3.2199 -0.0432  -1.01
O6 0.0810 4.6350 0.4784  -0.96
O7 -2.8985 0.6683 0.6655  -1.00
O8 -1.9294 -2.6071 0.0610  -0.99
O9 0.4889 -2.8398 1.4285  -1.02
N1 -2.7287 -0.6908 -1.6234  -0.75
C1 -1.9640 -0.0093 -2.7287  -0.21
C2 0.2110 1.0526 -0.7499  -0.17
C3 0.1248 -0.1475 -1.3153  -0.22
C4 -0.4868 -0.3740 -2.6707  -0.46
C5 0.7784 1.2678 0.6096  -0.65
H1 -2.2750 -1.5718 -1.2641  0.47
H2 1.1225 0.3780 1.1315  0.22
H3 -0.5301 -1.4499 2.0825  0.52
H4 -0.1377 1.9508 -1.2476  0.21
H5 -2.9602 3.8402 -0.1027  0.49
H6 3.3805 -1.9463 0.0179  0.52
H7 3.7388 -1.3137 1.9294  0.50
H8 -1.0445 -2.8742 0.3908  0.51
H9 3.5862 -3.4247 0.4392  0.50
H10 -2.6190 1.6094 0.5504  0.52
H11 -0.2859 -1.3828 -3.0421  0.22
H12 -2.4059 -0.3062 -3.6773  0.22
H13 -2.8184 -0.0331 -0.7669  0.47
H14 0.6022 -3.6380 1.9953  0.50
H15 0.4536 -1.0488 -0.8131  0.20
H16 -2.0611 1.0636 -2.5935  0.22
H17 4.1833 -0.1359 0.2216  0.51
H18 4.8437 -0.4896 2.5863  0.48
H19 0.0370 1.7260 1.2706  0.22
H20 -2.3346 -2.2444 0.8743  0.50
H21 -2.2882 0.2269 1.3078  0.51
H22 -3.6441 -0.9707 -1.9527  0.42
H23 0.0833 5.5875 0.3545  0.50
H24 -1.3857 3.7127 0.1761  0.52
H25 1.4016 -2.6749 1.0691  0.52
H26 3.3213 0.0855 -1.0587  0.49
H27 -1.4332 -0.9249 3.2440  0.49
H28 -0.0015 0.2484 -3.4353  0.24
H29 0.6103 4.3890 1.2346  0.50
H30 1.6260 1.9608 0.5830  0.22

Forces on atoms 1 to 6 (eV/Å):
O 0.145 -0.142 0.454
O -0.741 -0.267 -0.430
O 0.182 0.021 -0.406
O 0.169 0.209 -0.526
O -0.392 0.167 -0.104
O -0.353 -0.345 -0.525

***

Entry 3:
Entry from the Open Molecules 2025 dataset: a single C16H21NO3S molecule (ωB97M-V/def2-TZVPD).

- SMILES = COc1ccc(CNC[C@@H](O)COCc2cccs2)cc1
- total charge = 0
- 2S+1 = 1

Each line ends with the natural charge from an NBO analysis.
Positions of all 42 atoms, in Å:
S1 -2.0477 0.2034 -2.4697  0.42
O1 -1.4424 3.1115 0.1881  -0.53
O2 2.7690 -1.8513 -1.7238  -0.52
O3 -1.7821 0.0535 1.1013  -0.74
N1 -0.6185 -0.4295 3.6118  -0.61
C1 0.7900 -2.0850 1.3740  -0.17
C2 0.5127 0.3020 -2.5129  -0.25
C3 2.2543 -0.2062 1.4563  -0.19
C4 1.2411 -2.3990 0.1039  -0.32
C5 0.8022 -0.7055 3.4729  -0.24
C6 0.0946 1.4117 -1.7432  -0.25
C7 2.7169 -0.5090 0.1929  -0.29
C8 -2.0576 2.5825 -0.9628  -0.10
C9 -1.0577 0.8815 3.2032  -0.23
C10 1.2915 -0.9972 2.0733  -0.07
C11 -1.7686 2.4884 1.4099  -0.08
C12 -1.2578 1.5021 -1.6280  -0.24
C13 2.2240 -1.6191 -0.4919  0.37
C14 -0.5280 -0.4365 -2.9683  -0.42
C15 2.3624 -2.9974 -2.4287  -0.25
C16 -1.0808 1.1361 1.6791  0.03
H1 -0.4198 1.6293 3.6806  0.19
H2 -2.0798 1.0030 3.5752  0.20
H3 -2.1505 3.4296 -1.6565  0.20
H4 -1.1599 -1.1234 3.1052  0.37
H5 -2.8560 2.3441 1.4877  0.17
H6 -3.0692 2.2170 -0.7351  0.18
H7 0.7654 2.1200 -1.2922  0.24
H8 1.2939 -2.9664 -2.6654  0.17
H9 -0.5136 -1.3148 -3.5822  0.23
H10 -1.6834 0.0858 0.1424  0.48
H11 -1.4506 3.2040 2.1719  0.19
H12 2.5839 -3.9121 -1.8695  0.18
H13 1.5425 0.0751 -2.7174  0.24
H14 3.4733 0.0952 -0.2834  0.22
H15 2.6554 0.6523 1.9768  0.21
H16 0.0368 -2.7111 1.8309  0.21
H17 -0.0550 1.1732 1.2866  0.18
H18 1.0092 -1.5804 4.1017  0.20
H19 2.9359 -2.9943 -3.3546  0.20
H20 1.3487 0.1447 3.8898  0.19
H21 0.8275 -3.2574 -0.4017  0.22

Forces on atoms 1 to 6 (eV/Å):
S 0.542 0.252 0.166
O 0.093 0.074 -0.208
O 0.062 0.276 0.234
O -0.218 -0.162 -0.011
N -0.126 -0.201 0.102
C 0.148 0.197 0.119

***

Entry 4:
Entry from the Open Molecules 2025 dataset: Ca9O28P7 as an isolated structure at a distorted geometry (ωB97M-V/def2-TZVPD).

- total charge = -3
- 2S+1 = 1

Each line ends with the Löwdin charge.
Positions of all 44 atoms, in Å:
Ca1 -2.6901 1.0712 -2.7042  1.29
Ca2 1.0800 -0.2038 -2.6549  1.38
Ca3 -2.9824 -2.0829 -0.9646  1.41
Ca4 1.9991 -0.0212 1.7968  1.41
Ca5 -0.4157 -2.8713 1.0440  1.38
Ca6 2.9273 1.9668 -1.0090  1.41
Ca7 -1.2410 0.4757 2.8989  1.46
Ca8 -3.4424 2.3812 0.6186  1.13
Ca9 -0.0833 3.9028 0.0884  1.10
P1 -5.2085 -0.1989 -1.7183  -0.15
P2 1.4273 2.6984 2.5425  -0.14
P3 -0.6952 0.6188 0.0753  -0.12
P4 1.9300 -2.7342 2.7809  -0.09
P5 3.7826 -0.7966 -1.2940  -0.02
P6 -2.8617 -2.2241 2.2004  -0.18
P7 2.6553 1.8268 -4.3346  -0.02
O1 -1.2846 1.7616 0.8855  -0.75
O2 3.0937 -0.0509 -0.1493  -0.64
O3 -1.5118 -2.0369 2.9071  -0.53
O4 0.7951 1.3938 3.0735  -0.62
O5 -2.4881 -3.4813 1.4462  -0.54
O6 -3.1782 -1.1455 1.0573  -0.58
O7 0.6029 -3.5437 2.8453  -0.50
O8 2.1651 2.1519 1.3382  -0.58
O9 -5.0214 1.0605 -0.8584  -0.55
O10 -5.4288 -1.4728 -0.8489  -0.47
O11 -1.8447 0.2695 -0.8504  -0.61
O12 2.2703 3.2845 3.6571  -0.39
O13 4.4907 0.4917 -1.8517  -0.41
O14 -4.1057 -2.3090 3.0038  -0.36
O15 3.1945 -3.5043 3.0756  -0.30
O16 2.0680 0.3691 -4.7631  -0.44
O17 1.8703 2.6249 -5.4282  -0.36
O18 0.5695 1.0586 -0.6882  -0.55
O19 4.7940 -1.7688 -0.6206  -0.26
O20 4.1828 1.6123 -4.3589  -0.30
O21 -0.1852 -0.3021 1.1439  -0.60
O22 1.7891 -1.5412 3.7835  -0.40
O23 -3.9280 -0.6601 -2.5002  -0.75
O24 1.9658 -2.3607 1.2392  -0.58
O25 1.9226 1.8192 -3.0318  -0.68
O26 -6.3503 0.1626 -2.6823  -0.44
O27 2.9512 -1.5210 -2.3807  -0.43
O28 0.4203 3.8290 2.1903  -0.60

Forces on atoms 1 to 6 (eV/Å):
Ca -1.192 0.608 0.425
Ca 1.802 -0.046 -0.957
Ca -3.118 1.039 2.117
Ca 1.150 -2.073 0.670
Ca 2.144 -0.036 2.374
Ca 0.721 -0.615 0.858

***

Entry 5:
Entry from the Open Molecules 2025 dataset: a single C22H21N3O6 molecule at a distorted geometry (ωB97M-V/def2-TZVPD).

- SMILES = CCOC(=O)C1=C(O)/C(=C\c2ccc(CNC(=O)C(=O)Nc3ccccc3)o2)N=C1C
- total charge = 0
- 2S+1 = 1

Each line ends with the natural charge from an NBO analysis.
Positions of all 52 atoms, in Å:
O1 -0.0172 -1.5539 -2.9240  -0.38
O2 3.1215 -2.4084 -0.4566  -0.63
O3 -2.7739 2.2474 1.7315  -0.50
O4 -0.6981 1.9248 0.9082  -0.67
O5 2.1527 0.9421 -0.2800  -0.62
O6 -0.4061 0.2968 -1.2266  -0.65
N1 2.7168 -0.5392 1.3935  -0.60
N2 2.4237 -0.9889 -2.1013  -0.57
N3 -3.9323 -0.3279 -1.4461  -0.48
C1 -1.9027 1.7155 0.8642  0.80
C2 -2.6428 -0.5706 -1.9000  0.04
C3 -1.7118 0.2107 -1.0778  0.43
C4 -1.7473 2.2204 3.9408  -0.64
C5 -2.4357 -1.4253 -2.9362  -0.13
C6 -2.2308 3.0614 2.7670  -0.08
C7 2.3153 1.5102 5.0052  -0.23
C8 2.7136 -1.3250 -0.8403  0.59
C9 2.0523 1.4680 2.6134  -0.27
C10 -0.9827 -2.7089 -4.5654  -0.23
C11 -3.8612 0.4803 -0.4319  0.32
C12 -2.4911 0.8658 -0.1422  -0.38
C13 2.3629 -1.9383 -3.1806  -0.27
C14 2.5739 0.1779 2.5836  0.22
C15 -5.0543 0.9371 0.3139  -0.66
C16 2.4957 -0.1535 0.1266  0.60
C17 2.8312 0.2246 4.9735  -0.20
C18 0.4080 -2.8754 -4.6617  -0.33
C19 -1.2072 -1.8806 -3.4773  0.21
C20 1.9282 2.1230 3.8253  -0.18
C21 0.9485 -2.1495 -3.6285  0.31
C22 2.9609 -0.4415 3.7702  -0.26
H1 -0.9202 1.5860 3.6301  0.23
H2 3.1334 -0.2616 5.8893  0.22
H3 -4.9690 0.6510 1.3608  0.23
H4 -1.4068 2.8715 4.7409  0.21
H5 2.2150 2.0294 5.9466  0.21
H6 -3.0473 3.7226 3.0660  0.19
H7 -1.4027 3.6510 2.3593  0.20
H8 -3.3241 -1.8346 -3.3966  0.24
H9 1.5227 3.1234 3.8443  0.21
H10 1.7335 1.9403 1.6997  0.26
H11 2.7870 -2.8776 -2.8050  0.25
H12 2.9731 -1.5955 -4.0250  0.22
H13 -2.5553 1.5941 4.3120  0.21
H14 3.3618 -1.4449 3.7420  0.21
H15 -1.7307 -3.1322 -5.2039  0.23
H16 3.0317 -1.5048 1.4720  0.43
H17 -5.1196 2.0234 0.2776  0.23
H18 1.9954 -0.0775 -2.2222  0.44
H19 -0.0526 0.9259 -0.5478  0.54
H20 -5.9476 0.4974 -0.1196  0.23
H21 0.9445 -3.4526 -5.3862  0.23

Forces on atoms 1 to 6 (eV/Å):
O 0.085 0.015 0.164
O -0.051 -0.034 0.022
O -0.138 -0.252 -0.286
O 0.036 0.105 0.126
O -0.004 0.078 0.061
O 0.069 0.221 0.211

***

Entry 6:
Entry from the Open Molecules 2025 dataset: C3H3LiO2Zn as an isolated structure at a distorted geometry (ωB97M-V/def2-TZVPD).

- total charge = +2
- 2S+1 = 1

Each line ends with the natural charge from an NBO analysis.
Positions of all 10 atoms, in Å:
Zn1 -1.8904 0.3484 0.2547  1.50
O1 -2.1628 -1.0395 1.6965  -0.75
O2 -0.1261 -0.8390 -0.7516  -0.80
C1 -0.1076 0.3951 -0.5202  0.19
C2 -2.2906 -1.8790 2.4490  0.79
C3 1.1847 1.1213 -0.4673  -0.76
Li1 0.9473 -2.1078 -1.3934  0.99
H1 1.0236 2.1105 -0.9223  0.30
H2 2.0014 0.5484 -0.9325  0.25
H3 1.4205 1.3415 0.5870  0.30

Forces on atoms 1 to 6 (eV/Å):
Zn -0.369 0.799 0.130
O -0.210 0.585 -0.505
O 0.006 0.856 -0.282
C 1.103 -1.560 0.618
C -0.156 -0.805 0.791
C -0.752 0.766 -0.339

***

Entry 7:
Entry from the Open Molecules 2025 dataset: C5H14N2 as an isolated structure at a distorted geometry (ωB97M-V/def2-TZVPD).

- total charge = 0
- 2S+1 = 1

Each line ends with the natural charge from an NBO analysis.
Positions of all 21 atoms, in Å:
N1 1.0332 -1.3844 1.3456  -0.68
N2 1.2433 0.0179 1.1814  -0.32
C1 -1.3144 0.9949 -0.1853  -0.28
C2 1.3637 0.4239 -0.1039  -0.09
C3 1.7810 -0.5055 -1.2274  -0.66
C4 -1.3131 0.8672 1.2496  -0.66
C5 -1.9483 -0.1033 -1.0144  -0.62
H1 1.7225 -1.9263 0.8313  0.34
H2 -1.9374 0.0832 1.6735  0.22
H3 -1.4953 1.9972 -0.5705  0.21
H4 -0.1163 0.4757 1.4986  0.29
H5 -1.6450 -1.0813 -0.6400  0.21
H6 -1.3571 1.7998 1.8097  0.21
H7 1.0624 -1.3154 -1.3544  0.22
H8 1.8409 0.0465 -2.1639  0.23
H9 0.0247 0.8077 -0.4416  0.18
H10 2.7645 -0.9455 -1.0389  0.22
H11 1.1640 -1.5784 2.3318  0.36
H12 1.8190 1.4120 -0.1531  0.21
H13 -1.6526 -0.0406 -2.0634  0.21
H14 -3.0397 -0.0452 -0.9649  0.21

Forces on atoms 1 to 6 (eV/Å):
N 0.001 0.133 -0.168
N 0.516 -0.061 -1.170
C 1.457 -0.317 -0.753
C 1.076 -0.688 1.515
C -0.478 0.011 0.063
C 1.492 -0.401 0.796

***

Entry 8:
Entry from the Open Molecules 2025 dataset: a 2-piece molecular cluster, C3H4NO3 overall at a distorted geometry (ωB97M-V/def2-TZVPD).

- total charge = -1
- 2S+1 = 1

Each line ends with the natural charge from an NBO analysis.
Positions of all 11 atoms, in Å:
O1 -2.5479 -1.0750 -0.0265  -0.56
O2 1.8720 -1.9332 -0.0969  -0.54
O3 2.1660 1.4738 -0.1958  -1.16
N1 0.9267 -1.1701 0.1180  0.02
C1 0.5464 -0.0372 0.2298  0.35
C2 -1.6814 -0.3213 -0.4180  0.46
C3 -0.7950 0.5203 0.4509  -0.58
H1 2.8492 0.8033 -0.2150  0.42
H2 -0.8038 1.5649 0.1459  0.25
H3 -1.4416 -0.2512 -1.4933  0.11
H4 -1.0905 0.4257 1.5010  0.23

Forces on atoms 1 to 6 (eV/Å):
O 0.380 0.541 -0.110
O 0.454 -0.635 -0.113
O -1.379 -0.245 0.301
N -0.071 0.732 0.080
C 1.083 -0.151 -0.238
C -0.601 -0.448 0.003

***

| no. | energy (eV) |
| --- | --- |
| 1 | -19292.3371 |
| 2 | -25585.6515 |
| 3 | -35399.4434 |
| 4 | -288340.1784 |
| 5 | -39910.9608 |
| 6 | -55858.5714 |
| 7 | -8388.6810 |
| 8 | -10804.8722 |